(1)
The following is a DFT calculation (ωB97M-V/def2-TZVPD) of a molecular structure, C26H31AlBClF10Li2N2NaO8PS2 in a non-equilibrium geometry.

The HOMO energy comes out at -6.61 eV. Its spin multiplicity is 1. The calculation puts the LUMO energy at -0.1869 Ha. Its net charge is 0. For the largest force on an atom, the calculation gives 0.1700 Eh/bohr. For the frontier orbital gap, the calculation gives 1.53 eV.

Atoms and positions in Å:
C1 -1.46688 5.67943 -2.10966
C2 -0.45123 4.36016 -2.06741
C3 1.11285 4.56800 -1.53573
C4 2.11992 3.26759 -1.47590
C5 1.58423 1.76687 -1.98344
C6 0.05245 1.51830 -2.51477
C7 -0.94524 2.85476 -2.51580
C8 -2.51194 2.55909 -3.01182
C9 -3.39345 2.49954 -1.59222
C10 -2.70857 1.48796 -0.46719
C11 -3.99530 0.77873 0.33180
C12 -1.87807 2.31187 0.70850
C13 2.67333 0.50123 -1.88740
O1 2.80219 -0.38938 -2.87383
C14 3.59338 0.50158 -0.49121
C15 3.93229 -0.86475 0.38014
B1 3.33918 -2.35623 -0.10339
N1 1.88683 -2.63539 0.33792
O2 4.14189 -3.31444 -0.93373
C16 4.84506 -0.78633 1.77656
C17 5.36241 0.71630 2.22948
N2 6.17303 0.91219 3.52092
C18 5.19432 1.26409 4.45874
S1 3.90518 1.52300 5.59024
C19 5.03562 2.10951 1.38762
C20 4.13658 2.00311 0.00596
C21 3.69530 3.32651 -0.91696
O3 4.51623 4.36137 -1.15194
H1 -0.95468 6.57202 -2.71154
H2 -1.70376 6.03514 -1.00125
H3 -2.46551 5.33017 -2.66135
H4 1.55351 5.59690 -1.17541
H5 -0.32920 0.44980 -2.86491
H6 -2.90310 3.37225 -3.75855
H7 -2.54960 1.45500 -3.45224
H8 -3.28898 3.59100 -1.12692
H9 -4.51688 2.19452 -1.77276
H10 -2.10679 0.59902 -0.93666
H11 -3.54126 -0.16811 0.88624
H12 -4.74758 0.40493 -0.48343
H13 -4.47190 1.49846 1.13830
H14 -1.91369 1.76082 1.76611
H15 -2.30010 3.40324 0.89234
H16 -0.73009 2.44586 0.44657
H17 1.75555 -2.03586 1.20325
H18 1.75039 -3.64216 0.57509
H19 4.08849 -2.89345 -1.86231
H20 5.11003 -1.71050 2.44362
H21 5.37778 3.17639 1.73262
C22 3.95712 -5.42792 3.57012
C23 3.07930 -4.65954 2.56636
O4 2.13853 -5.49539 2.15783
H22 4.43579 -6.30217 3.11091
H23 4.75612 -4.77478 3.93996
H24 3.38288 -5.76734 4.44135
H25 3.78115 -4.25493 1.82053
H26 2.77300 -3.74293 3.09431
Li1 7.56420 0.19633 1.56560
F1 -3.02253 -1.69358 0.64016
Na1 -0.08175 4.78876 0.81262
Li2 -2.22102 7.65555 -0.77050
C24 -6.69361 2.97759 4.70553
F2 -8.02883 3.29029 4.74514
F3 -6.08488 3.83244 5.58915
F4 -6.58735 1.72851 5.26296
S2 -5.97335 3.07252 2.98384
O5 -6.17297 4.46211 2.55017
O6 -6.73619 2.10380 2.18454
O7 -4.55656 2.71163 3.12925
Cl1 -2.23384 0.05264 -3.57330
Al1 -1.05452 -0.95425 0.63388
F5 3.33031 -7.73811 -2.42162
P1 3.75947 -6.26954 -2.71792
F6 2.52241 -5.80182 -1.89390
F7 4.65066 -5.83120 -3.91907
F8 5.01573 -6.96655 -2.11477
F9 4.20250 -4.96579 -1.98783
F10 2.83601 -6.31370 -3.97234
C25 -4.15611 -3.85889 -1.58071
C26 -5.03393 -3.09050 -2.58447
O8 -5.97471 -3.92635 -2.99300
H27 -3.67744 -4.73314 -2.03992
H28 -3.35711 -3.20575 -1.21087
H29 -4.73036 -4.19831 -0.70948
H30 -4.33209 -2.68589 -3.33031
H31 -5.34023 -2.17389 -2.05652

---

(2)
The following is a DFT calculation (ωB97M-V/def2-TZVPD) of a molecular structure, C26H31AlBr2N3O7S.

The HOMO energy comes out at -5.09 eV. Its spin multiplicity is 1. The calculation puts the LUMO energy at 0.0297 Ha. Its net charge is -1. For the largest force on an atom, the calculation gives 0.0060 Eh/bohr. For the frontier orbital gap, the calculation gives 5.90 eV.

Atoms and positions in Å:
C1 1.35150 1.75371 -2.03595
C2 1.50536 0.23667 -2.06016
C3 0.66124 -0.44964 -3.15737
C4 -0.26483 -1.58879 -2.66633
O1 -1.62476 -1.36224 -2.86844
Al1 -2.50941 -0.03865 -2.13168
C5 -1.77232 0.55679 -0.38787
S1 -2.68956 1.69060 -3.66229
C6 -4.40572 -0.73745 -1.86246
Br1 -4.57982 -2.63586 -1.93192
C7 -5.46362 0.01132 -1.58826
C8 -5.42440 1.51754 -1.55742
Br2 -7.23257 -0.68610 -1.22652
H1 2.05197 2.22452 -1.34169
H2 0.34365 2.03055 -1.71693
H3 1.51001 2.16885 -3.03550
H4 2.56370 0.00018 -2.21749
H5 1.21107 -0.20143 -1.10436
H6 1.34171 -0.87395 -3.90367
H7 0.05343 0.28784 -3.68959
H8 0.00295 -2.51179 -3.20118
H9 -0.04851 -1.78644 -1.60084
H10 -0.87541 0.02608 -0.05669
H11 -2.53498 0.39483 0.38455
H12 -1.56916 1.63267 -0.38671
H13 -1.61194 2.40927 -3.31941
H14 -5.21262 1.89311 -2.55892
H15 -6.37897 1.93159 -1.23375
H16 -4.64327 1.89688 -0.89628
C9 4.48641 -4.63730 0.46306
C10 5.10866 -3.39936 0.55590
C11 4.35673 -2.25701 0.78150
C12 2.98619 -2.38907 0.90544
C13 2.34067 -3.60623 0.79801
C14 3.10873 -4.73910 0.58603
N1 2.17867 -1.18252 1.17787
O2 2.76212 -0.11862 1.24230
O3 0.98440 -1.33333 1.32026
H17 5.08039 -5.52810 0.30627
H18 6.18360 -3.32152 0.46059
H19 4.81200 -1.28157 0.86305
H20 1.26657 -3.65643 0.89548
H21 2.62679 -5.70494 0.52140
C15 3.58286 -2.10283 7.65831
C16 4.73267 -2.87892 7.59021
C17 4.93562 -3.73017 6.51565
C18 3.96872 -3.78037 5.52920
C19 2.81398 -3.02086 5.57321
C20 2.62628 -2.17426 6.65450
N2 4.18131 -4.66974 4.36921
O4 5.20209 -5.32963 4.33866
O5 3.32394 -4.67567 3.51226
H22 3.43292 -1.43566 8.49695
H23 5.47653 -2.81987 8.37325
H24 5.82032 -4.34340 6.43474
H25 2.08874 -3.09061 4.77622
H26 1.73270 -1.56760 6.70686
C21 -4.85547 6.69357 -4.20895
C22 -5.60272 6.12359 -3.18693
C23 -4.98136 5.35563 -2.21452
C24 -3.61315 5.18144 -2.29163
C25 -2.84733 5.73022 -3.30156
C26 -3.48251 6.49469 -4.26746
N3 -2.94355 4.36539 -1.25788
O6 -3.64620 3.86931 -0.40202
O7 -1.74053 4.23591 -1.33853
H27 -5.34620 7.29096 -4.96653
H28 -6.67357 6.27160 -3.14686
H29 -5.53666 4.89089 -1.41373
H30 -1.78336 5.54989 -3.32477
H31 -2.90271 6.93089 -5.06986

---

(3)
The following is a DFT calculation (ωB97M-V/def2-TZVPD) of a molecular structure, C26H31BrCdN4O7PS.

The HOMO energy comes out at -5.27 eV. Its spin multiplicity is 1. The calculation puts the LUMO energy at 0.0707 Ha. Its net charge is -1. The calculation puts the relative energy (zero: lowest compared OMol25 entry of this formula, charge and spin) at 0.00 kcal per mole. For the largest force on an atom, the calculation gives 0.0114 Eh/bohr. For the frontier orbital gap, the calculation gives 7.19 eV.

Atoms and positions in Å:
Cd1 0.12135 0.47490 0.06935
N1 0.93894 1.61558 2.33944
C1 1.21599 3.01996 2.01624
C2 1.31123 3.37575 0.53056
O1 1.67591 4.53460 0.27097
N2 0.99204 2.42384 -0.32800
C3 1.18007 2.69970 -1.73658
C4 1.23204 1.44393 -2.61768
O2 1.55984 1.60233 -3.79973
O3 0.87580 0.32764 -2.10814
H1 1.77201 1.03444 2.24267
H2 0.67391 1.53015 3.31415
H3 0.41707 3.64158 2.43028
H4 2.15042 3.38139 2.45671
H5 0.35471 3.30292 -2.14367
H6 2.08313 3.28668 -1.91641
Br1 -1.89628 -6.37194 4.93194
C5 -1.92696 -4.65050 4.12619
C6 -1.06138 -4.37153 3.07961
C7 -1.10159 -3.12290 2.48220
C8 -1.97126 -2.14573 2.95383
C9 -2.83667 -2.44402 4.00180
C10 -2.82050 -3.70116 4.58943
N3 -1.97717 -0.88646 2.29994
C11 -2.06790 0.14836 3.01460
C12 -2.23273 1.50550 2.43641
C13 -2.74858 2.51356 3.23609
C14 -2.90210 3.78054 2.68933
C15 -2.53781 3.98320 1.37126
C16 -2.02984 2.90592 0.65089
N4 -1.87992 1.69571 1.16990
H7 -0.35649 -5.11707 2.73986
H8 -0.41929 -2.86799 1.68178
H9 -3.55609 -1.70838 4.33984
H10 -3.50250 -3.94151 5.39338
H11 -2.04378 0.10180 4.11103
H12 -3.01160 2.30879 4.26634
H13 -3.28914 4.59387 3.28996
H14 -2.61497 4.95414 0.90269
H15 -1.70852 3.02008 -0.37745
C17 4.42786 0.19886 -4.22951
C18 4.01944 -0.33031 -2.88467
C19 3.40575 -1.57172 -2.75947
C20 2.93624 -2.01180 -1.53620
C21 3.09827 -1.21543 -0.41079
C22 3.75927 -0.00017 -0.50134
C23 4.20648 0.43630 -1.73993
S1 2.29604 -1.70350 1.08245
O4 2.71398 -0.75928 2.10331
O5 2.56950 -3.09425 1.33007
O6 0.84410 -1.50693 0.72675
H16 4.13251 -0.48278 -5.02663
H17 5.51012 0.34505 -4.28679
H18 3.94010 1.15538 -4.42070
H19 3.23701 -2.17280 -3.64566
H20 2.41216 -2.95613 -1.45338
H21 3.86492 0.61658 0.38015
H22 4.67316 1.41170 -1.82274
C24 -3.59634 -1.30258 -2.71616
P1 -1.92596 -0.67380 -2.48007
C25 -0.89040 -2.13323 -2.42538
C26 -1.53976 0.17917 -4.00339
O7 -1.87610 0.15839 -1.22881
H23 -3.64762 -1.99536 -3.55702
H24 -4.26917 -0.46332 -2.89869
H25 -3.91171 -1.80669 -1.80288
H26 -0.84581 -2.60310 -3.40986
H27 -1.29529 -2.83898 -1.69844
H28 0.11195 -1.82077 -2.13376
H29 -1.79130 -0.47068 -4.84464
H30 -0.48314 0.45037 -4.04270
H31 -2.14759 1.08414 -4.06412

---

(4)
The following is a DFT calculation (ωB97M-V/def2-TZVPD) of 2 unconnected molecules or ions with the total composition C26H31N2O in a non-equilibrium geometry.

The HOMO energy comes out at -9.82 eV. Its spin multiplicity is 1. The calculation puts the LUMO energy at -0.1763 Ha. Its net charge is +1. The calculation puts the relative energy (zero: lowest compared OMol25 entry of this formula, charge and spin) at 8.78 kcal per mole. For the largest force on an atom, the calculation gives 0.0308 Eh/bohr. For the frontier orbital gap, the calculation gives 5.02 eV.

Atoms and positions in Å:
C1 -3.60852 -1.21339 2.30763
C2 -3.32770 0.24778 2.79990
C3 -1.84632 0.33121 2.86205
C4 -1.24518 -0.84069 2.46572
N1 0.08567 -1.09671 2.37858
C5 0.96981 -0.15561 3.07571
C6 2.44574 -0.47251 2.85434
O1 2.71502 -1.87658 2.92913
C7 2.01239 -2.57967 1.89643
C8 0.50485 -2.47061 2.07428
C9 -2.25031 -1.91256 2.11122
H1 -4.18581 -1.75965 3.06356
H2 -4.18126 -1.20824 1.37661
H3 -3.74358 0.98739 2.10221
H4 -3.80616 0.41622 3.77646
H5 -1.32816 1.18978 3.28164
H6 0.77267 0.86492 2.71580
H7 0.76650 -0.17182 4.16825
H8 2.75066 -0.06360 1.87050
H9 3.05058 -0.03706 3.66437
H10 2.27726 -2.19741 0.89323
H11 2.32625 -3.62667 2.01333
H12 0.19205 -3.15417 2.89162
H13 0.01335 -2.79764 1.15113
H14 -2.16337 -2.78258 2.78324
H15 -2.12366 -2.29976 1.08842
C10 -2.28861 2.48684 -0.70328
C11 -2.85342 3.54273 0.15663
N2 -3.92172 4.29576 -0.20542
C12 -4.19457 5.27725 0.75898
C13 -3.24671 5.11619 1.79643
C14 -3.33958 5.92725 2.92508
C15 -4.34377 6.90529 2.98456
C16 -5.26544 7.06425 1.93385
C17 -5.19757 6.23747 0.80087
C18 -2.36786 4.00428 1.40802
C19 -1.28603 3.47690 2.10783
C20 -0.50982 4.25102 3.03446
C21 -0.33968 5.65945 2.88864
C22 0.30024 6.40798 3.86292
C23 0.78624 5.79334 5.02342
C24 1.35748 6.63370 6.12000
C25 0.71674 4.40210 5.13765
C26 0.09761 3.63549 4.16324
H16 -1.30100 2.23698 -0.30072
H17 -2.90789 1.57372 -0.70836
H18 -2.17899 2.84531 -1.74143
H19 -4.44200 4.17249 -1.07273
H20 -2.63710 5.79215 3.74617
H21 -4.40427 7.54657 3.86378
H22 -6.03324 7.83297 2.01068
H23 -5.89914 6.32178 -0.03282
H24 -0.97049 2.46099 1.86349
H25 -0.75781 6.15913 2.00989
H26 0.40731 7.48792 3.74071
H27 1.72933 5.99447 6.92713
H28 2.18605 7.24973 5.74587
H29 0.60061 7.31452 6.53663
H30 1.15605 3.92670 6.01360
H31 0.00136 2.55447 4.28456

---

(5)
The following is a DFT calculation (ωB97M-V/def2-TZVPD) of a molecular structure, C26H31N2O2S3SbV in a non-equilibrium geometry.

The HOMO energy (spin up / spin down) comes out at -6.76 / -6.45 eV. Its spin multiplicity is 2. The expectation value of S² is 0.77. The calculation puts the LUMO energy (spin up / spin down) at -0.0067 / -0.0138 Ha. Its net charge is 0. The calculation puts the relative energy (zero: lowest compared OMol25 entry of this formula, charge and spin) at 32.75 kcal per mole. For the largest force on an atom, the calculation gives 0.0476 Eh/bohr. For the frontier orbital gap (spin up / spin down), the calculation gives 6.58 / 6.07 eV.

Atoms and positions in Å:
V1 0.00449 0.21560 0.25022
C1 -1.44677 -2.67030 2.98377
C2 -1.25598 -1.92383 1.69112
N1 -0.22684 -1.09398 1.59892
N2 0.64616 -1.10327 2.61506
C3 1.56766 -0.19333 2.63352
S1 1.72267 1.06936 1.50553
S2 2.70938 -0.33082 3.98417
C4 4.16728 -1.03539 3.08145
C5 4.77427 -0.06625 2.12988
C6 4.48698 -0.12631 0.77109
C7 5.03999 0.79024 -0.10468
C8 5.88242 1.78014 0.36660
C9 6.16711 1.85513 1.71936
C10 5.62226 0.93500 2.59449
C11 -2.16468 -2.17237 0.60572
C12 -3.09582 -3.23070 0.70692
C13 -3.94424 -3.57605 -0.31775
C14 -3.91658 -2.86439 -1.51556
C15 -3.04739 -1.81257 -1.65119
C16 -2.15901 -1.42539 -0.62323
O1 -1.37620 -0.41809 -0.84054
H1 -0.85854 -2.18997 3.76031
H2 -1.10066 -3.69739 2.88944
H3 -2.49301 -2.68633 3.27520
H4 3.81795 -1.94372 2.59109
H5 4.85315 -1.28701 3.88825
H6 3.82946 -0.90724 0.40070
H7 4.81016 0.73629 -1.16136
H8 6.31291 2.49533 -0.31727
H9 6.81503 2.63343 2.09171
H10 5.85579 0.98657 3.64765
H11 -3.13523 -3.81215 1.61403
H12 -4.62650 -4.40363 -0.20239
H13 -4.56771 -3.13954 -2.33132
H14 -3.00743 -1.23955 -2.56778
C17 3.26698 -1.87723 -2.25925
Sb1 1.34584 -1.10610 -1.60219
C18 0.67892 -0.48127 -3.54981
C19 0.44163 -3.04928 -1.75333
H15 3.12565 -2.35547 -3.22200
H16 3.62091 -2.61306 -1.54358
H17 4.00595 -1.09080 -2.35547
H18 0.79053 -1.31508 -4.23714
H19 1.26742 0.36044 -3.90416
H20 -0.36508 -0.19059 -3.48980
H21 0.84175 -3.55212 -2.62911
H22 -0.63246 -2.94500 -1.85033
H23 0.65785 -3.63167 -0.86269
C20 -3.02813 1.20044 1.98280
S3 -1.43837 1.65015 1.19065
O2 -0.89501 2.73580 1.98734
C21 -2.02098 2.39316 -0.34577
C22 -3.13760 1.95145 -1.03794
C23 -3.42895 2.50068 -2.27625
C24 -2.61862 3.48731 -2.81419
C25 -1.50061 3.92092 -2.12129
C26 -1.19575 3.36733 -0.88928
H24 -3.69093 2.05784 1.93889
H25 -2.78129 0.97330 3.01362
H26 -3.44571 0.32834 1.49414
H27 -3.78194 1.19005 -0.62465
H28 -4.29647 2.15518 -2.81878
H29 -2.86008 3.92224 -3.77071
H30 -0.87241 4.68967 -2.54053
H31 -0.33655 3.70044 -0.32003

---

(6)
The following is a DFT calculation (ωB97M-V/def2-TZVPD) of a molecular structure, C26H31N3P2Pb in a non-equilibrium geometry.

The HOMO energy (spin up / spin down) comes out at -13.45 / -13.45 eV. Its spin multiplicity is 1. The calculation puts the LUMO energy (spin up / spin down) at -0.3033 / -0.2984 Ha. Its net charge is +2. For the largest force on an atom, the calculation gives 0.0426 Eh/bohr. For the frontier orbital gap (spin up / spin down), the calculation gives 5.19 / 5.33 eV.

Atoms and positions in Å:
C1 -1.56442 -3.33349 -3.65450
C2 -0.42682 -2.83030 -3.03859
C3 0.11296 -1.61631 -3.54757
C4 -0.55301 -0.90657 -4.53810
C5 -1.61919 -1.50856 -5.22001
C6 -2.14541 -2.71724 -4.75904
C7 -0.22522 0.58679 -4.61054
C8 1.26264 0.78552 -4.46574
C9 1.86093 0.05331 -3.44763
C10 3.07704 0.47738 -2.84007
C11 3.60473 1.69000 -3.28592
C12 3.05787 2.41404 -4.35468
C13 1.88404 1.95235 -4.94369
H1 -1.95423 -4.28603 -3.32138
H2 -2.07086 -1.01057 -6.06516
H3 -3.01536 -3.14798 -5.22743
H4 -0.47285 0.88698 -5.61073
H5 4.53665 2.03346 -2.85642
H6 3.51251 3.34531 -4.68593
H7 1.42902 2.48439 -5.76677
N1 1.08201 -0.92558 -2.82033
Pb1 0.02478 0.14680 -0.96767
C14 0.11261 -3.45334 -1.76552
H8 1.20569 -3.46988 -1.80156
H9 -0.25224 -4.47597 -1.63593
C15 3.63072 -0.23954 -1.60728
H10 3.61413 -1.31328 -1.82015
H11 4.66431 0.08611 -1.43178
P1 -0.40053 -2.54799 -0.23995
P2 2.63466 0.10345 -0.08322
C16 3.29044 1.75709 0.28976
H12 2.86934 2.09065 1.24051
H13 4.38274 1.74486 0.37082
H14 3.02436 2.46073 -0.50738
C17 3.46582 -1.00595 1.07937
H15 4.54076 -0.82236 1.15476
H16 3.02768 -0.87604 2.06783
H17 3.33750 -2.04251 0.75595
C18 -2.19009 -2.92604 -0.21931
H18 -2.31301 -4.01614 -0.28825
H19 -2.60533 -2.56280 0.73275
H20 -2.69675 -2.44769 -1.07153
C19 0.29111 -3.54393 1.10649
H21 -0.04908 -3.11568 2.05897
H22 -0.05726 -4.57823 1.02605
H23 1.38651 -3.51449 1.04760
H24 -0.67458 1.19686 -3.77372
H25 -1.74907 0.23354 -0.29292
N2 0.92124 1.01819 4.40005
C20 1.25904 0.80398 3.10964
N3 0.22916 0.47517 2.35297
C21 -0.89234 0.45626 3.18594
C22 -2.24023 0.22036 2.94915
C23 -3.13081 0.37130 4.01172
C24 -2.70881 0.73745 5.30699
C25 -1.33626 0.94721 5.55219
C26 -0.47530 0.80770 4.49521
H26 1.51305 1.28280 5.16426
H27 2.31004 0.92820 2.79666
H28 -2.53676 -0.07651 1.92988
H29 -4.20896 0.20858 3.83276
H30 -3.44285 0.83883 6.09713
H31 -0.95986 1.22971 6.55069